Record 1
13
Properties=species:S:1:pos:R:3:lowdin_charge:R:1 method="wB97M-V/def2-TZVPD" gap_ev=9.20 total_charge=0 de_lowest_ev=6.018 e_tot_ha=-428.00195
N 1.26849 -0.82763 -1.90782 -0.016
N 0.53267 0.29982 -1.30622 0.014
C 0.10057 0.09690 -0.16497 -0.392
C 0.24557 -1.20995 0.58202 -0.076
N -0.59941 -1.30944 1.52768 0.104
O -1.24176 -0.02554 1.63628 -0.121
N -1.01000 0.72623 0.41689 -0.122
N -0.55926 2.03983 0.75553 0.045
H 1.10902 -0.45220 -2.97466 0.141
H 0.54449 -1.55105 -1.89250 0.048
H 0.78339 -2.16049 0.32214 0.133
H -1.27457 2.54498 1.31112 0.080
H 0.10080 1.82854 1.69451 0.163

---

Record 2
54
Properties=species:S:1:pos:R:3:lowdin_charge:R:1 method="wB97M-V/def2-TZVPD" gap_ev=9.10 total_charge=0 de_lowest_ev=0.000 smiles=CCN(CC)CC.ClCCCl.ClCCCl.ClCCCl.ClCCCl e_tot_ha=-4288.08205
C -0.31824 1.40694 -2.37135 -0.122
C -1.37724 1.90094 -1.39435 -0.262
N -2.18324 0.82694 -0.79535 -0.160
C -2.82424 1.00894 0.40065 -0.385
C -3.39224 2.22794 0.67765 -0.062
C -3.20724 0.32594 -1.75535 -0.212
C -3.60924 -1.13406 -1.42335 -0.062
H 0.63576 1.12694 -1.90135 0.031
H 0.06276 2.37594 -2.93635 0.090
H -0.74724 0.58894 -3.04235 0.065
H -2.02324 2.65494 -2.02735 0.133
H -1.02724 2.68694 -0.58135 0.146
H -2.07224 0.77894 0.98865 0.060
H -3.12924 0.12394 0.77865 0.101
H -3.26624 3.09594 0.08765 0.084
H -3.04524 2.43194 1.68165 0.108
H -4.39224 2.15094 0.64565 0.051
H -2.72924 0.38294 -2.62535 0.045
H -4.06024 0.90194 -1.90635 0.101
H -4.13824 -1.12206 -0.39035 0.094
H -2.79424 -1.73006 -1.17535 0.005
H -4.22924 -1.72006 -2.23935 0.114
Cl 2.55076 0.92094 5.49865 0.512
C 3.35376 -0.26506 4.45365 -0.670
C 2.95076 -1.78706 4.87765 -0.648
Cl 3.74676 -2.96106 3.75265 0.497
H 4.45076 -0.20406 4.52365 0.065
H 2.82076 -0.14506 3.41465 0.050
H 1.74876 -1.71706 4.94765 0.075
H 3.31776 -2.21106 5.82565 0.043
Cl 0.02876 -3.53206 0.85765 0.534
C -0.23424 -1.81406 0.43365 -0.642
C 0.36076 -0.84206 1.50765 -0.662
Cl -0.31124 -1.03506 3.12765 0.576
H -1.34424 -1.78106 0.24565 0.048
H 0.23676 -1.40806 -0.51135 0.081
H 0.06576 0.06194 1.20765 -0.027
H 1.55076 -0.70206 1.62965 0.118
Cl 0.78976 -1.65106 -4.49635 0.557
C 1.54076 -2.90106 -3.49435 -0.681
C 0.77876 -4.17106 -3.77335 -0.681
Cl 1.48976 -5.57806 -2.89335 0.518
H 1.46176 -2.33306 -2.55335 0.036
H 2.76976 -3.04506 -3.76635 0.154
H 0.72876 -4.40606 -4.84635 0.074
H -0.22124 -4.10906 -3.42435 0.046
Cl 2.15976 2.85794 2.79065 0.593
C 2.22376 3.70094 1.27065 -0.679
C 2.55976 2.83694 -0.03635 -0.574
Cl 2.31476 3.86194 -1.53235 0.523
H 3.01476 4.41094 1.22265 0.054
H 1.33776 4.22794 1.15665 0.026
H 2.04176 1.79194 -0.17135 0.087
H 3.58376 2.63594 0.05965 0.031

---

Record 3
16
Properties=species:S:1:pos:R:3:lowdin_charge:R:1 method="wB97M-V/def2-TZVPD" gap_ev=9.14 total_charge=0 de_lowest_ev=3.196 smiles="CN1N=CCC1(O)O" e_tot_ha=-417.13850
C 0.26879 2.08068 0.04752 -0.013
N -0.32372 0.74063 -0.21393 -0.153
N -1.57117 0.42856 0.24234 0.082
C -1.72339 -0.84444 0.27996 -0.131
C -0.51194 -1.56378 -0.24626 -0.071
C 0.50593 -0.43339 -0.19938 -0.504
O 1.47594 -0.59491 -1.17656 0.031
O 1.14780 -0.36588 1.25578 -0.041
H -0.36919 2.73237 0.71564 0.112
H 1.12250 1.93030 0.59029 0.038
H 0.45007 2.53370 -0.91070 0.070
H -2.67038 -1.19883 0.52980 0.084
H -0.25348 -2.41741 0.43593 0.128
H -0.61520 -2.00268 -1.27246 0.139
H 1.85693 0.27436 -1.58431 0.167
H 1.21052 -1.29928 1.50632 0.062

---

Record 4
13
Properties=species:S:1:pos:R:3:lowdin_charge:R:1 method="wB97M-V/def2-TZVPD" gap_ev=8.97 total_charge=0 de_lowest_ev=9.225 e_tot_ha=-394.62856
C 2.36468 -0.54400 0.35810 -0.046
C 0.02460 0.19271 0.11302 -0.444
C -2.14620 -0.29297 -0.27139 -0.093
C -1.15643 0.91652 -0.10950 -0.078
H 1.81772 -1.53481 1.53415 0.272
H 1.36641 1.42819 -0.24100 0.164
H -3.18925 -0.51257 -0.59468 0.114
H -1.23699 1.29973 0.87690 0.128
H -1.16286 1.44367 -1.07351 0.148
N 1.35753 0.51255 0.26113 0.012
N -0.12182 -1.08761 -0.08898 0.041
N -1.46441 -1.40518 -0.10441 0.013
O 3.54703 -0.41622 -0.65985 -0.229